i.
Computed, not measured: an isolated molecule of C4H12N2OS, with the ωB97M-V functional and the def2-TZVPD basis.

Last column: Mulliken charge in e.
Element x y z (Å)
C (-0.04, -0.58, 0.12)  -0.73
N (-0.95, 0.21, 0.97)  -0.25
C (-1.57, -0.29, 2.18)  -0.48
O (-0.73, -0.92, 3.11)  -0.51
C (0.16, 0.18, -1.20)  0.38
C (1.50, 0.83, -1.44)  -1.01
S (1.58, 2.61, -1.06)  -0.21
N (0.00, -0.78, -2.36)  -0.90
H (-0.34, -1.62, 0.03)  0.42
H (0.98, -0.66, 0.56)  0.33
H (-0.49, 1.09, 1.09)  0.13
H (-1.97, 0.62, 2.64)  0.35
H (-2.41, -0.90, 1.84)  0.32
H (-0.12, -1.42, 2.59)  0.32
H (-0.67, 0.86, -1.38)  0.39
H (1.78, 0.74, -2.49)  0.45
H (2.33, 0.33, -0.94)  0.38
H (1.13, 2.62, 0.21)  0.08
H (0.66, -1.57, -2.27)  0.25
H (-0.83, -1.36, -2.18)  0.28

## Properties
HOMO-LUMO gap	9.83	eV
SMILES string	N[C@H](CS)CNCO
LUMO	0.668	eV
spin multiplicity	1

---

ii.
Computed, not measured: a cluster of 2 separate species, C4H12N2OS in total, with the ωB97M-V functional and the def2-TZVPD basis.

Last column: Mulliken charge in e.
Element x y z (Å)
C (-0.12, 0.84, -0.84)  -0.80
N (0.77, 1.94, -1.16)  -0.62
C (0.32, -0.18, 0.29)  0.58
C (1.53, -1.11, 0.00)  -1.13
S (3.09, -0.13, -0.38)  -0.20
N (-0.72, -1.11, 0.75)  -0.33
C (-1.85, -0.55, 1.44)  -0.50
O (-2.87, 0.20, 0.79)  -0.48
H (-0.22, 0.20, -1.73)  0.37
H (-1.12, 1.24, -0.67)  0.17
H (1.68, 1.60, -1.42)  0.18
H (1.01, 2.42, -0.30)  0.29
H (0.64, 0.41, 1.16)  0.28
H (1.30, -1.79, -0.82)  0.36
H (1.77, -1.70, 0.88)  0.42
H (2.26, -0.10, -2.20)  0.12
H (-1.10, -1.56, -0.10)  0.31
H (-2.44, -1.44, 1.71)  0.31
H (-1.48, -0.06, 2.35)  0.34
H (-2.48, 0.88, 0.24)  0.33

## Properties
HOMO-LUMO gap	7.55	eV
LUMO	-1.360	eV
spin multiplicity	1

---

Most stable structure, least stable structure: i, ii.

---

i.
Computed, not measured: a cluster of 12 separate species, C5H35N2O12 in total, with the ωB97M-V functional and the def2-TZVPD basis.

Last column: Mulliken charge in e.
Element x y z (Å)
C (-1.12, 1.72, 0.05)  -1.03
O (-2.12, 0.85, -0.51)  -0.25
C (0.19, 0.90, -0.08)  0.24
C (1.16, 1.26, 1.05)  -0.93
C (2.35, 0.27, 1.22)  -0.65
C (3.79, -0.61, -0.52)  -0.27
N (3.08, 0.31, -0.03)  -0.40
N (0.69, 0.71, -1.46)  0.34
H (-1.24, 1.96, 1.11)  0.54
H (-1.17, 2.58, -0.65)  0.15
H (-2.90, 0.85, 0.12)  0.28
H (-0.31, -0.07, 0.08)  0.32
H (1.63, 2.24, 0.93)  0.49
H (0.72, 1.43, 2.04)  0.46
H (2.90, 0.53, 2.14)  0.42
H (2.07, -0.75, 1.53)  0.21
H (4.41, -0.45, -1.42)  0.28
H (4.03, -1.65, -0.22)  0.22
H (1.46, 0.05, -1.51)  0.05
H (-0.09, 0.48, -2.08)  0.35
H (1.13, 1.57, -1.83)  0.40
H (-1.80, 0.18, 3.24)  0.24
H (-0.99, 0.62, 4.38)  0.33
O (-1.92, 0.53, 4.13)  -0.64
H (-2.95, -1.10, -3.45)  0.27
H (-2.56, 0.08, -2.34)  0.16
O (-2.34, -0.71, -2.82)  -0.50
H (-0.55, -1.20, -3.76)  0.29
H (0.35, -0.29, -4.74)  0.27
O (0.25, -0.68, -3.87)  -0.59
H (-3.64, -0.45, 1.65)  0.31
H (-4.84, 0.06, 0.85)  0.33
O (-3.99, 0.36, 1.24)  -0.64
H (1.80, 0.91, 4.51)  0.26
H (0.83, 1.99, 4.06)  0.26
O (1.48, 1.36, 3.72)  -0.60
H (-0.91, -1.73, 0.92)  0.08
H (-0.29, -2.11, 2.33)  0.43
O (-0.93, -1.53, 1.86)  -0.37
H (-2.05, 3.10, -2.84)  0.31
H (-2.85, 1.90, -3.14)  0.31
O (-1.94, 2.21, -3.20)  -0.59
H (1.28, -2.17, -0.87)  0.30
H (1.79, -2.76, -2.32)  0.25
O (1.88, -2.11, -1.61)  -0.54
H (0.26, -3.89, 2.00)  0.28
H (1.60, -3.90, 2.81)  0.28
O (0.90, -3.33, 2.47)  -0.65
H (-2.80, -1.65, 0.03)  0.27
H (-2.90, -2.70, -1.05)  0.32
O (-2.66, -2.59, -0.12)  -0.62
H (3.14, 1.98, -0.72)  0.37
H (3.77, 2.83, -1.84)  0.32
O (2.92, 2.60, -1.46)  -0.68

## Properties
net charge	+1
HOMO-LUMO gap	10.12	eV
LUMO	-2.440	eV
spin multiplicity	1

---

ii.
Computed, not measured: a cluster of 12 separate species, C5H35N2O12 in total, with the ωB97M-V functional and the def2-TZVPD basis.

Last column: Mulliken charge in e.
Element x y z (Å)
O (0.26, 0.49, 0.02)  -0.61
C (-0.94, 0.72, -0.09)  0.17
N (-1.62, 0.31, -1.17)  0.27
C (-3.05, 0.37, -1.35)  -0.22
C (-3.34, 0.31, -2.85)  -1.50
C (-1.67, 1.31, 1.15)  -0.89
N (-0.63, 1.48, 2.15)  0.25
C (-1.14, 1.65, 3.53)  -0.92
H (-1.09, -0.24, -1.83)  0.32
H (-3.49, -0.52, -0.95)  0.24
H (-3.54, 1.26, -0.97)  0.33
H (-3.18, 1.32, -3.23)  0.33
H (-4.43, 0.23, -2.99)  0.42
H (-2.94, -0.49, -3.46)  0.36
H (-2.26, 2.14, 0.77)  0.48
H (-2.36, 0.51, 1.44)  0.48
H (-0.17, 0.57, 2.22)  0.02
H (0.07, 2.25, 1.99)  0.52
H (-2.14, 1.21, 3.65)  0.33
H (-1.30, 2.66, 3.84)  0.42
H (-0.67, 1.07, 4.32)  0.31
H (0.71, 1.31, -2.39)  0.36
H (2.10, 1.27, -3.07)  0.30
O (1.20, 1.60, -3.17)  -0.68
H (2.04, 2.02, 2.29)  0.39
H (1.93, 2.87, 1.02)  0.35
O (1.52, 2.76, 1.88)  -0.71
H (-0.28, -5.13, -1.86)  0.33
H (0.19, -4.06, -2.77)  0.28
O (0.23, -5.03, -2.68)  -0.62
H (1.97, -1.21, -1.24)  0.30
H (3.00, -2.31, -1.07)  0.40
O (2.90, -1.31, -1.02)  -0.75
H (3.28, -1.47, 0.71)  0.43
H (4.51, -0.86, 1.27)  0.32
O (3.69, -1.26, 1.58)  -0.73
H (-1.39, 3.34, -1.77)  0.26
H (0.18, 3.62, -1.93)  0.29
O (-0.50, 3.18, -1.43)  -0.52
H (2.81, -4.16, -1.35)  0.36
H (3.58, -4.34, 0.07)  0.32
O (2.86, -3.92, -0.42)  -0.69
H (2.94, -0.03, 2.45)  0.47
H (3.54, 0.96, 3.55)  0.30
O (2.71, 0.62, 3.18)  -0.77
H (0.92, -0.58, 3.24)  0.34
H (0.74, -1.81, 2.36)  0.32
O (0.27, -1.21, 2.94)  -0.69
H (-0.14, -1.26, -4.31)  0.27
H (-0.65, 0.16, -4.07)  0.31
O (-0.77, -0.75, -3.77)  -0.61
H (-4.78, -0.98, 1.61)  0.28
H (-4.86, 0.54, 1.76)  0.28
O (-4.24, -0.19, 1.65)  -0.59

## Properties
net charge	+1
HOMO-LUMO gap	10.14	eV
LUMO	-2.356	eV
spin multiplicity	1

---

Most stable structure, least stable structure: ii, i.

---

i.
Computed, not measured: an isolated molecule of CHClF2OS2, with the ωB97M-V functional and the def2-TZVPD basis.

Last column: Mulliken charge in e.
Element x y z (Å)
C (-0.77, -0.58, 0.30)  0.32
O (-0.62, 2.04, -0.68)  -0.46
F (-0.38, -1.39, 1.34)  -0.22
F (-2.08, -0.69, 0.25)  -0.19
S (1.83, 0.61, 0.30)  0.04
S (-0.18, 1.32, 0.50)  0.45
Cl (2.43, -0.40, -1.44)  -0.14
H (-0.23, -0.91, -0.57)  0.21

## Properties
HOMO-LUMO gap	8.38	eV
LUMO	-1.671	eV
spin multiplicity	1

---

ii.
Computed, not measured: a cluster of 2 separate species, CHClF2OS2 in total, with the ωB97M-V functional and the def2-TZVPD basis.

Last column: Mulliken charge in e.
Element x y z (Å)
C (-0.99, 0.01, -0.89)  0.30
O (1.95, -0.20, 0.02)  -0.39
F (-0.97, 1.31, -0.65)  -0.17
F (-0.90, -0.59, 0.37)  -0.21
S (1.90, 0.77, 2.73)  -0.11
S (1.75, -0.58, 1.39)  0.49
Cl (-2.71, -0.48, -1.51)  -0.17
H (-0.03, -0.23, -1.47)  0.27

## Properties
HOMO-LUMO gap	8.44	eV
LUMO	-1.899	eV
spin multiplicity	1

---

Most stable structure, least stable structure: ii, i.

---

i.
Computed, not measured: a cluster of 2 separate species, CH7N3O in total, with the ωB97M-V functional and the def2-TZVPD basis.

Last column: Mulliken charge in e.
Element x y z (Å)
C (2.44, 0.90, -0.05)  -0.21
N (1.09, 0.67, -0.55)  -0.48
N (3.25, -0.36, 0.28)  -0.02
N (-4.30, -1.12, 0.38)  -0.66
O (2.89, -1.39, -0.20)  -0.29
H (2.46, 1.26, 1.00)  0.23
H (3.12, 1.72, -0.58)  0.31
H (0.98, 0.64, -1.53)  0.22
H (0.68, -0.13, -0.06)  0.25
H (-4.49, -0.32, -0.29)  0.23
H (-4.84, -0.91, 1.25)  0.23
H (-3.27, -0.96, 0.36)  0.21

## Properties
HOMO-LUMO gap	9.08	eV
SMILES string	NCN=O.N
LUMO	0.207	eV
spin multiplicity	1

---

ii.
Computed, not measured: a structure of composition CH7N3O, with the ωB97M-V functional and the def2-TZVPD basis.

Last column: Mulliken charge in e.
Element x y z (Å)
C (-0.62, 0.39, -0.44)  -0.09
N (0.72, 0.05, -0.20)  -0.34
N (0.28, -0.38, 2.38)  -0.34
N (-0.46, -0.09, -2.02)  -0.67
O (0.37, 0.62, 1.43)  -0.33
H (1.33, 0.80, -0.50)  0.27
H (1.16, -0.90, 2.41)  0.25
H (-0.47, -1.03, 2.15)  0.22
H (-0.22, -1.07, -2.13)  0.25
H (0.14, 0.50, -2.59)  0.23
H (-0.90, 1.44, -0.49)  0.27
H (-1.33, -0.32, -0.02)  0.29

## Properties
HOMO-LUMO gap	9.29	eV
LUMO	0.965	eV
spin multiplicity	1

---

iii.
Computed, not measured: an isolated molecule of CH7N3O, with the ωB97M-V functional and the def2-TZVPD basis.

Last column: Mulliken charge in e.
Element x y z (Å)
C (0.23, -0.14, -0.97)  -0.38
N (0.00, -0.10, 1.35)  -0.37
N (0.76, -0.57, 0.34)  -0.18
N (0.35, 1.26, -1.19)  -0.59
O (-1.56, -0.69, 1.11)  -0.55
H (-2.09, 0.11, 1.07)  0.32
H (0.30, -0.55, 2.22)  0.27
H (0.92, -1.58, 0.36)  0.24
H (-0.13, 1.78, -0.46)  0.25
H (1.32, 1.56, -1.20)  0.23
H (0.77, -0.70, -1.74)  0.38
H (-0.88, -0.38, -0.87)  0.37

## Properties
HOMO-LUMO gap	10.23	eV
SMILES string	NCNNO
LUMO	1.029	eV
spin multiplicity	1

---

Most stable structure, least stable structure: iii, ii.

---

i.
Computed, not measured: a cluster of 2 separate species, C3H7FO in total, with the ωB97M-V functional and the def2-TZVPD basis.

Last column: Mulliken charge in e.
Element x y z (Å)
C (0.30, -1.08, -1.04)  -0.98
C (-0.22, 0.87, 1.23)  -1.33
C (0.04, 0.81, -0.22)  0.75
O (-1.05, 1.30, -0.87)  -0.49
F (1.17, 1.40, -0.58)  -0.30
H (0.11, -1.48, -0.07)  0.27
H (1.32, -1.04, -1.20)  0.33
H (-0.31, -1.53, -1.77)  0.33
H (-1.20, 0.46, 1.47)  0.33
H (-0.24, 1.90, 1.49)  0.38
H (0.58, 0.37, 1.79)  0.35
H (-0.73, 1.35, -1.79)  0.35

## Properties
HOMO-LUMO gap	9.85	eV
LUMO	0.949	eV
spin multiplicity	1

---

ii.
Computed, not measured: an isolated molecule of C3H7FO, with the ωB97M-V functional and the def2-TZVPD basis.

Last column: Mulliken charge in e.
Element x y z (Å)
C (1.11, 0.57, 0.53)  -1.16
C (-0.15, 0.64, -0.37)  0.46
C (-0.65, -0.80, -0.44)  -0.71
H (1.19, -0.34, 0.93)  0.38
H (1.18, 1.44, 1.21)  0.29
H (1.87, 0.75, -0.19)  0.32
H (-0.82, 1.51, -0.13)  0.26
H (0.15, -1.33, -0.93)  0.30
H (-1.63, -0.76, -0.88)  0.38
H (-1.74, -1.28, 1.08)  0.32
O (-0.74, -1.43, 0.85)  -0.52
F (0.22, 1.03, -1.66)  -0.33

## Properties
HOMO-LUMO gap	11.37	eV
SMILES string	C[C@@H](F)CO
LUMO	0.791	eV
spin multiplicity	1

---

Most stable structure, least stable structure: ii, i.

---

i.
Computed, not measured: a cluster of 3 separate species, C2H8O3 in total, with the ωB97M-V functional and the def2-TZVPD basis.

Last column: Mulliken charge in e.
Element x y z (Å)
O (0.02, -1.34, 0.64)  -0.46
C (1.00, -0.65, 0.60)  0.21
C (1.11, 0.65, -0.19)  -0.84
H (1.94, -0.84, 1.15)  0.32
H (0.84, 0.48, -1.24)  0.36
H (2.17, 0.92, -0.27)  0.32
H (0.63, 1.37, 0.45)  0.15
H (-0.80, -0.71, -1.66)  0.33
H (-0.98, -0.06, -3.08)  0.31
O (-0.39, -0.57, -2.51)  -0.68
H (-1.07, 2.11, 1.16)  0.30
H (-2.17, 1.44, 2.01)  0.29
O (-1.28, 1.34, 1.68)  -0.60

## Properties
HOMO-LUMO gap	10.29	eV
SMILES string	CC=O.O.O
LUMO	0.682	eV
spin multiplicity	1

---

ii.
Computed, not measured: a structure of composition C2H8O3, with the ωB97M-V functional and the def2-TZVPD basis.

Last column: Mulliken charge in e.
Element x y z (Å)
C (1.19, 0.23, -0.56)  -0.68
O (0.53, -0.77, 0.91)  -0.42
O (1.00, -2.09, 0.74)  -0.31
H (1.71, -2.15, 1.39)  0.33
H (1.75, 0.85, 0.11)  0.32
H (0.89, 0.70, -1.50)  0.34
H (1.67, -0.66, -0.96)  0.32
C (-1.55, 0.98, -0.10)  -0.33
O (-1.91, -0.34, -0.04)  -0.54
H (-1.16, -0.81, 0.40)  0.47
H (-1.86, 1.54, 0.79)  0.24
H (-1.88, 1.47, -1.02)  0.27
H (-0.38, 1.05, -0.16)  -0.01

## Properties
HOMO-LUMO gap	9.32	eV
LUMO	-0.390	eV
spin multiplicity	1

---

Most stable structure, least stable structure: i, ii.